Entry from OMol25: 13 unconnected molecules or ions with the total composition C55H88N15O2 at a distorted geometry (ωB97M-V/def2-TZVPD).

```
160
Properties=species:S:1:pos:R:3:forces:R:3:mulliken_charge:R:1
C -8.388965 -2.399568 -5.188179 -0.27 0.09 0.13 -1.172
C -7.471692 -1.086332 -5.255680 -0.85 -0.56 0.67 -0.010
C -5.936671 -1.377541 -5.008088 -0.14 0.85 -0.21 0.337
C -5.014994 -1.049707 -6.264480 -0.87 -1.13 -0.08 -0.680
C -3.644587 -1.842021 -6.216208 0.27 0.29 -0.33 -0.682
C -2.357995 -0.987026 -6.607175 -0.89 0.35 -0.14 -0.452
C -1.479843 -0.526360 -5.372600 0.50 0.52 -1.72 -0.889
N -2.403754 -0.125549 -4.281640 -1.28 0.89 1.74 0.544
C -3.141267 1.033833 -4.523481 -1.10 0.22 1.40 -0.606
C -4.127943 1.589714 -3.614084 1.24 -1.13 0.40 0.772
C -4.906106 2.882554 -4.054916 -0.61 -1.23 -0.13 -1.696
C -4.344157 0.904806 -2.323229 1.45 -1.43 -2.20 0.590
C -5.406060 1.518818 -1.330162 -0.23 -0.62 0.27 -0.127
O -5.097575 1.718437 -0.190259 -0.17 0.02 -0.80 -0.515
O -6.707225 1.805431 -1.756176 2.17 -0.66 -0.35 -0.467
C -3.534553 -0.363406 -2.065033 -0.34 2.04 -1.16 0.152
C -3.767104 -1.098461 -0.690813 -0.66 0.29 -0.70 -1.361
N -5.207337 -1.541445 -0.662482 0.87 -0.76 -0.46 -0.434
C -2.570437 -0.848031 -3.098119 -1.08 0.79 1.09 0.996
C -1.795621 -2.165356 -2.818143 -0.44 -0.22 0.52 -1.395
C -0.821397 -2.103355 -1.567403 0.36 -0.67 -0.04 -0.883
C 0.693810 -1.803540 -1.924504 -0.34 -0.03 1.48 0.331
C 1.314504 -1.011471 -0.682269 0.79 0.13 -0.83 -0.597
C 1.714501 -1.961434 0.521018 -0.56 -0.45 -0.37 -0.239
C 0.973989 -1.658829 1.878894 0.42 0.43 0.24 -0.138
C 1.687120 -0.596840 2.806074 -0.13 -0.71 0.77 -0.909
C 3.167150 -0.961445 3.214041 0.47 1.31 -0.15 -0.183
C 3.857129 0.313906 3.897090 0.43 -0.70 0.37 -0.908
C 3.986166 0.194570 5.463295 0.33 0.72 0.91 -0.561
C 4.161604 1.640506 6.139356 0.21 -0.17 -0.06 -0.458
C 5.436230 1.728984 7.051697 0.17 -0.20 0.42 -0.549
N 5.483847 2.956690 7.884206 0.54 2.96 1.61 0.295
C 4.466919 3.863701 8.212021 -0.59 1.77 1.38 -0.183
C 4.899211 4.941370 9.102120 2.03 -2.72 -1.38 -0.638
C 6.368160 4.679265 9.324702 -2.39 -2.32 -2.39 -0.508
C 6.621563 3.470216 8.534721 0.74 1.68 1.58 -0.370
H -9.178948 -2.306608 -4.385941 0.91 0.00 -0.86 0.237
H -8.941453 -2.591654 -6.146185 0.64 0.20 0.77 0.266
H -7.802399 -3.324692 -4.945116 -0.38 0.84 -0.29 0.382
H -7.695159 -0.547409 -6.212065 0.58 -0.43 0.84 0.346
H -7.853954 -0.426993 -4.418253 0.45 -0.50 -0.94 -0.099
H -5.832366 -2.450519 -4.693669 0.12 0.93 -0.38 0.432
H -5.619739 -0.727155 -4.134678 -0.07 -0.84 -0.87 -0.718
H -5.583737 -1.436482 -7.165122 0.61 0.59 0.89 0.527
H -4.920740 0.057756 -6.418507 0.07 -0.93 0.27 0.352
H -3.703506 -2.677264 -6.967976 0.01 0.65 1.03 0.557
H -3.535642 -2.272978 -5.185720 0.06 0.14 -0.99 0.067
H -1.782049 -1.511537 -7.418330 -0.21 0.50 1.12 0.389
H -2.746841 -0.038182 -7.091287 0.50 -1.03 0.41 0.286
H -0.673835 -1.237812 -5.071622 -1.10 0.48 0.11 0.161
H -0.950715 0.422870 -5.689882 -0.46 -1.06 0.52 0.343
H -2.990836 1.555609 -5.501366 0.12 -0.74 1.05 0.350
H -5.796394 2.506023 -4.652230 0.90 0.55 0.48 0.334
H -4.317191 3.543491 -4.736820 -0.37 -0.59 0.78 0.448
H -5.342161 3.445271 -3.188050 0.76 -0.42 -0.80 0.343
H -6.807681 1.621287 -2.712263 0.01 -0.01 0.51 0.373
H -3.653403 -0.336476 0.126348 0.27 -0.86 -0.72 0.298
H -3.159273 -2.024447 -0.542069 0.07 1.31 -0.25 0.614
H -5.207975 -2.278540 0.059331 -0.43 0.53 -0.24 0.323
H -5.312240 -2.083504 -1.536352 -0.27 0.27 0.48 0.198
H -1.225393 -2.576295 -3.687665 -0.65 0.49 0.71 0.734
H -2.580690 -2.944606 -2.570418 0.72 0.87 -0.47 0.560
H -0.840823 -3.138761 -1.108538 -0.09 1.11 -0.53 0.333
H -1.190390 -1.417680 -0.753253 0.37 -0.43 -1.09 0.530
H 0.827170 -1.257414 -2.895668 -0.15 -0.36 0.88 0.288
H 1.206098 -2.808135 -1.989363 -0.39 1.27 -0.25 -0.502
H 0.602493 -0.195684 -0.360063 0.66 -0.81 -0.25 0.538
H 2.258342 -0.509027 -1.058995 -1.28 -0.50 0.57 -0.349
H 2.835802 -1.944709 0.602819 -1.15 -0.10 0.24 0.230
H 1.447180 -3.025683 0.233621 0.36 1.10 0.25 0.385
H -0.059648 -1.259754 1.660084 0.90 -0.56 0.16 0.142
H 0.862139 -2.602448 2.492406 0.13 0.91 -0.75 -0.201
H 1.094079 -0.572000 3.773649 0.55 0.15 -1.03 0.290
H 1.634980 0.447756 2.393936 0.17 -1.02 0.10 0.311
H 3.237050 -1.818288 3.933521 -0.29 0.62 -0.74 0.262
H 3.803970 -1.214969 2.321767 -0.83 0.06 0.76 0.197
H 3.314325 1.267742 3.644910 0.40 -1.00 0.16 0.449
H 4.913460 0.411046 3.498855 -1.17 0.05 0.36 0.246
H 4.905292 -0.387006 5.770345 -0.96 0.32 -0.64 0.334
H 3.119316 -0.332028 5.957691 0.71 0.52 -0.76 0.331
H 4.232971 2.379940 5.297259 0.03 -0.41 0.95 0.334
H 3.280055 1.926634 6.773362 0.69 -0.43 -0.75 0.223
H 6.392924 1.710985 6.463117 -0.97 -0.04 0.37 0.317
H 5.484498 0.868685 7.785646 -0.24 0.68 -0.96 0.266
H 3.417949 3.761950 7.858533 1.16 -0.14 0.20 0.199
H 4.299839 5.770914 9.540083 0.45 -1.01 -0.66 0.350
H 7.104977 5.265905 9.926219 -0.84 -0.84 -0.75 0.389
H 7.642390 3.025047 8.489778 -1.25 0.06 -0.35 0.316
C 5.150973 1.744745 -2.248355 -0.25 -0.57 -0.05 -0.946
C 4.459367 0.448253 -2.456948 -0.39 -0.51 -0.18 0.562
N 3.903759 -0.556369 -2.623830 0.86 1.31 0.10 -0.491
H 4.599446 2.542278 -2.745431 0.01 -0.08 0.02 0.353
H 5.212144 1.964382 -1.182376 -0.03 -0.04 -0.05 0.284
H 6.158651 1.697474 -2.661068 -0.07 -0.02 0.01 0.316
C 0.894356 -5.750098 3.090731 0.54 0.18 -0.24 -0.842
C 2.171536 -5.270030 2.507374 -0.38 -0.15 0.18 0.382
N 3.161733 -4.897869 2.055839 -0.31 -0.08 0.08 -0.368
H 0.539067 -6.619674 2.538302 0.05 0.05 0.01 0.303
H 1.045133 -6.027634 4.133710 0.03 0.03 -0.07 0.308
H 0.143310 -4.961932 3.036633 0.07 -0.02 -0.01 0.262
C -10.870163 0.924202 -5.994202 0.53 0.22 -0.21 -0.682
C -9.599582 1.433762 -6.568026 -0.40 -0.11 0.15 0.436
N -8.611737 1.824922 -7.010300 -0.26 -0.12 0.22 -0.475
H -11.206239 0.052873 -6.555722 0.05 0.05 0.02 0.265
H -10.718652 0.639797 -4.952165 0.03 -0.02 -0.05 0.167
H -11.635563 1.698191 -6.045139 0.08 -0.02 -0.03 0.335
C 2.489620 -5.371840 -3.303944 -0.62 -0.13 0.17 -0.890
C 1.028058 -5.146431 -3.175542 0.42 -0.05 -0.10 0.395
N -0.107102 -4.971404 -3.075510 0.40 0.01 -0.04 -0.507
H 2.697150 -6.437711 -3.380658 -0.10 0.06 0.07 0.453
H 2.864301 -4.871323 -4.196281 -0.16 -0.21 0.34 0.515
H 3.003087 -4.971891 -2.428552 -0.10 -0.04 0.03 0.189
C 6.065280 -6.299291 -1.308962 -0.36 -0.27 -0.66 -0.580
C 5.509420 -6.640073 -2.642565 0.24 -0.03 0.35 0.463
N 5.079085 -6.904118 -3.677212 0.24 0.10 0.37 -0.481
H 7.117975 -6.575394 -1.264030 -0.06 0.07 -0.02 0.344
H 5.971578 -5.231078 -1.133304 0.00 -0.13 0.00 -0.047
H 5.522683 -6.836173 -0.530837 0.00 0.02 -0.07 0.285
C -8.606557 -0.651944 -0.307330 -0.66 0.02 -0.43 -0.201
C -9.462542 -0.869666 -1.499412 0.23 0.14 0.36 0.360
N -10.122729 -1.036741 -2.426977 0.25 0.13 0.22 -0.475
H -8.552772 0.411321 -0.073295 -0.06 -0.04 -0.08 0.211
H -9.034139 -1.176892 0.546889 0.04 -0.02 -0.07 0.377
H -7.604564 -1.009144 -0.509011 0.19 -0.08 0.02 -0.221
C -5.187441 3.982349 2.539946 0.40 0.14 0.55 -0.459
C -4.319884 4.454934 3.647436 -0.22 -0.14 -0.35 0.222
N -3.648131 4.822803 4.505902 -0.22 -0.09 -0.26 -0.386
H -5.009381 4.581117 1.646936 0.01 -0.03 0.06 0.266
H -4.968325 2.938488 2.317023 0.00 0.07 0.01 0.189
H -6.234394 4.082436 2.823066 0.12 -0.08 -0.04 0.125
C 6.904597 -1.805607 -1.510607 0.19 -0.51 0.24 -0.567
C 7.292831 -2.984052 -0.701446 -0.08 0.48 -0.15 0.315
N 7.576902 -3.894654 -0.059927 0.01 0.32 -0.16 -0.462
H 6.692851 -0.962640 -0.852869 0.01 -0.09 0.01 0.177
H 7.714125 -1.535099 -2.188847 0.00 -0.06 0.07 0.351
H 6.013693 -2.032129 -2.095780 0.03 -0.01 0.07 0.207
C 1.463870 -2.281097 -7.754975 0.22 -0.32 0.51 -0.645
C 1.885969 -2.970087 -6.510459 -0.11 0.20 -0.38 0.306
N 2.215900 -3.502997 -5.546401 -0.28 0.65 -0.75 -0.379
H 2.268053 -1.638837 -8.113174 -0.03 -0.05 0.05 0.300
H 1.226628 -3.017014 -8.522970 0.02 0.02 0.07 0.290
H 0.581229 -1.672154 -7.560445 0.06 -0.03 0.00 0.014
C 10.018813 6.875479 8.659275 -0.06 -0.55 -0.38 -0.683
C 9.849891 5.624249 7.873750 0.04 0.48 0.30 0.346
N 9.717893 4.657487 7.264818 0.13 0.23 0.19 -0.428
H 10.951116 6.837693 9.222779 -0.07 -0.05 0.00 0.251
H 10.042912 7.733383 7.987632 -0.02 -0.09 -0.01 0.311
H 9.187899 6.991222 9.354577 0.04 -0.06 -0.05 0.208
C 12.744984 3.616761 9.557726 -0.19 0.37 0.54 -0.720
C 12.285867 4.451708 10.700124 0.17 -0.33 -0.43 0.312
N 11.931630 5.097509 11.583621 0.08 -0.14 -0.32 -0.399
H 13.758709 3.262129 9.742771 -0.06 0.05 0.04 0.305
H 12.084403 2.758803 9.436556 0.00 0.09 0.02 0.250
H 12.735241 4.204297 8.639972 -0.05 -0.02 0.07 0.258
C -7.461888 7.365742 3.205328 -0.15 -0.55 -0.21 -0.750
C -7.936016 6.077536 2.641947 -0.55 -0.85 -0.45 0.418
N -8.323931 5.075152 2.196482 0.66 1.66 0.72 -0.442
H -8.255024 7.825872 3.794060 0.02 -0.07 -0.04 0.294
H -6.596300 7.193490 3.845765 -0.05 -0.03 -0.03 0.265
H -7.179400 8.040991 2.397984 -0.03 -0.07 0.02 0.265
```
Positions in Å, forces in eV/Å.

The calculation puts the LUMO energy at -4.155 eV. The HOMO energy comes out at -8.59 eV. As for the HOMO-LUMO gap: 4.4 eV. The net charge is +1.